A 2-piece molecular cluster, C4H8N2O overall, computed with wB97M-V/def2-TZVPD.

```
15
Properties=species:S:1:pos:R:3
O 2.0504 -2.2666 -2.8347
C 0.5064 0.6519 1.5794
C 1.7497 -1.2166 -2.3947
C -1.1187 -0.6481 0.2346
H -1.3845 -1.1316 1.1738
H 1.3465 -0.0291 1.7445
C -1.4606 0.7863 0.0765
H -1.0950 -1.3028 -0.6337
H 0.9792 0.1996 -1.1842
H -1.6897 1.1882 -0.9069
N 1.4909 -0.0927 -2.0361
H 0.8816 1.6792 1.5883
H -1.9589 1.2809 0.9094
N -0.0834 0.3718 0.2800
H -0.2139 0.5296 2.4038
```

Results
largest force on an atom: 0.79 eV/Å
relative energy (zero: lowest compared OMol25 entry of this formula, charge and spin): 198.2 kJ/mol
2S+1: 1
SMILES: CN1CC1.N=C=O
E_LUMO: 0.83 eV

---

A 2-piece molecular cluster, C4H8N2O overall, computed with wB97M-V/def2-TZVPD.

```
15
Properties=species:S:1:pos:R:3
H 0.8138 1.2141 -2.0902
C -0.8413 -0.8031 -0.5350
H -0.2218 1.8235 -0.7787
C 0.6798 1.2481 -1.0005
H 0.6742 0.2472 2.7575
N -1.7758 0.0297 0.2057
O 0.7558 -0.0686 1.8354
H -1.4396 0.0413 1.1684
H 1.5571 1.7217 -0.5557
C 1.5785 -0.8840 -0.0717
H -0.7432 -1.8344 -0.1688
H -1.1630 -0.8493 -1.5852
N 2.1419 -1.2095 0.9317
H -2.7018 -0.3858 0.1832
C 0.5059 -0.1352 -0.4756
```

Results
largest force on an atom: 0.99 eV/Å
relative energy (zero: lowest compared OMol25 entry of this formula, charge and spin): 547.2 kJ/mol
2S+1: 1
E_LUMO (alpha / beta): -0.98 / -0.94 eV

---

One molecule with the formula C4H8N2O at a distorted geometry, computed with wB97M-V/def2-TZVPD.

```
15
Properties=species:S:1:pos:R:3
H 0.7662 2.3321 0.2979
H 3.2749 -1.2759 0.5227
H -0.3127 0.4682 1.4866
H -1.0946 -1.5164 -0.6680
H -2.1937 0.3332 -1.0190
H -2.7472 0.1909 0.6578
C -1.9335 -0.0328 -0.0060
C 2.4406 -0.9282 -0.1318
H -0.5131 2.1877 -1.0429
N 0.5282 0.2970 -0.3794
O -1.8181 -1.4385 -0.0036
C -0.6118 0.6407 0.4778
C 0.0634 1.7271 -0.2264
N 1.6351 -0.0714 0.4256
H 2.4688 -1.2320 -1.2111
```

Results
largest force on an atom: 2.10 eV/Å
relative energy (zero: lowest compared OMol25 entry of this formula, charge and spin): 400.4 kJ/mol
2S+1: 1
SMILES: C=NN1C[C@H]1CO
E_LUMO: 1.02 eV

---

A 2-piece molecular cluster, C4H8N2O overall at a distorted geometry, computed with wB97M-V/def2-TZVPD.

```
15
Properties=species:S:1:pos:R:3
H -0.5663 -1.3673 0.8412
H 3.7638 0.2963 0.2830
H -2.6383 -0.1586 -1.1430
H -2.9838 -1.0704 0.3987
H -1.3178 1.5401 0.1106
N 1.9517 1.0472 -0.2529
O 2.4743 -1.1475 -0.2147
N -0.0874 -0.4761 -1.0201
H 2.2733 1.9968 -0.1617
H 0.8045 -0.9856 -0.9971
C 2.7289 0.0429 -0.0741
C -2.3485 -0.3760 -0.1292
H -1.6508 0.6726 1.6821
C -1.5829 0.6216 0.6076
C -0.8208 -0.6360 0.0697
```

Results
largest force on an atom: 1.94 eV/Å
relative energy (zero: lowest compared OMol25 entry of this formula, charge and spin): 568.9 kJ/mol
2S+1: 1
E_LUMO (alpha / beta): -1.27 / -2.38 eV